This record from the OMol25 dataset describes 2 unconnected molecules or ions with the total composition C5H14N2O at a distorted geometry. The level of theory is wB97M-V/def2-TZVPD.

Structure (XYZ):
```
22
Properties=species:S:1:pos:R:3:forces:R:3:mulliken_spin:R:1
C 2.23645 0.18375 -0.35445 -0.512 -2.238 -1.228 0.010
C 1.29410 -0.69452 0.50153 1.420 0.936 1.208 0.049
C 0.07801 -1.35653 -0.18681 -1.427 -0.683 0.910 0.066
C -0.81082 -0.37563 -0.85904 1.770 -0.148 -0.288 0.289
C -1.88940 0.19261 -0.22716 -1.718 -0.124 -1.089 0.238
N -2.83393 0.78178 -1.02870 1.530 0.771 1.867 0.270
N 2.05886 -1.67549 1.27262 -0.229 -0.572 -0.035 0.060
H 1.74162 1.04375 -0.81046 0.217 0.219 0.498 0.000
H 2.46683 -0.48985 -1.20112 0.325 0.407 0.000 0.000
H 3.18545 0.33429 0.15840 -0.372 0.499 0.089 0.000
H 0.88018 -0.02154 1.26554 -0.093 -0.143 0.035 -0.008
H 0.30435 -2.27937 -0.78957 0.065 1.200 0.288 0.016
H -0.45358 -1.68248 0.74581 0.065 -0.268 -1.024 0.011
H -0.55320 0.00898 -1.85077 -0.205 -0.390 0.077 -0.008
H -2.07865 0.02280 0.83015 -0.375 -0.271 -0.215 0.001
H -2.40836 1.48503 -1.64208 -0.599 -0.576 -0.485 0.007
H -3.68269 1.08145 -0.56090 0.003 0.096 -0.193 -0.008
H 2.11778 -2.61085 0.88087 0.279 0.307 -0.780 0.000
H 1.68391 -1.90714 2.18423 -0.215 0.711 0.218 -0.002
H -0.17110 1.53063 0.89837 -0.159 0.299 0.503 -0.007
H -1.01538 2.87420 0.81036 0.026 -0.170 0.411 0.000
O -0.23340 2.40463 0.50857 0.204 0.137 -0.769 0.015
```
Positions in Å, forces in eV/Å.

- DFT total energy: -10430.748 eV
- Charge: +1
- Spin multiplicity: 2
- Frontier orbital gap (spin up / spin down): 9.2 / 5.8 eV
- Relative energy (zero: lowest compared OMol25 entry of this formula, charge and spin): 1.4336 eV

---

This record from the OMol25 dataset describes 7 unconnected molecules or ions with the total composition H14O6S at a distorted geometry. The level of theory is wB97M-V/def2-TZVPD.

Structure (XYZ):
```
21
Properties=species:S:1:pos:R:3:forces:R:3:lowdin_charge:R:1
O 1.85015 -1.99626 -0.72865 0.128 -0.690 1.130 -0.080
H 2.03744 -2.46513 0.13267 -0.105 0.867 -1.562 0.072
H 2.69745 -1.86886 -1.17725 -0.130 -0.062 0.410 0.025
O -1.36028 -0.91794 -1.35547 -0.562 1.741 -0.068 -0.072
H -0.40318 -0.80619 -1.43395 0.067 -0.235 0.045 0.019
H -1.71533 -0.00034 -1.51416 0.648 -1.424 0.024 0.046
O -0.99994 2.17003 0.52583 -0.424 0.716 0.378 -0.057
H -1.69138 2.34808 1.19557 0.610 -0.363 -0.498 0.056
H -0.96709 1.22538 0.39752 -0.149 -0.544 0.171 0.003
O -4.05653 0.12987 2.92053 0.150 0.121 1.189 -0.060
H -3.94022 -0.75822 3.28495 -0.047 0.273 -0.334 0.043
H -4.04705 0.05545 1.97608 -0.167 -0.442 -0.956 -0.027
O 2.65102 1.39252 0.46927 -0.557 2.229 0.422 -0.120
H 3.02108 2.34040 0.48320 -1.005 -2.201 0.009 0.074
H 1.69698 1.49472 0.74493 1.518 0.019 -0.440 0.034
O -4.67796 -0.18009 -0.12336 3.249 -3.164 0.147 0.006
H -3.84000 0.07966 -0.54645 -0.274 -0.641 0.204 0.045
H -5.14690 0.57509 -0.20429 -2.931 3.819 -0.254 -0.016
S 6.38321 -1.44981 -1.28021 -0.984 0.349 -1.503 0.426
H 5.62535 -1.15325 -2.43589 0.821 -0.506 1.314 -0.174
H 6.88319 -0.21510 -1.33089 0.144 0.139 0.173 -0.242
```
Positions in Å, forces in eV/Å.

- DFT total energy: -23346.757 eV
- Charge: 0
- Frontier orbital gap: 10.1 eV
- Relative energy (zero: lowest compared OMol25 entry of this formula, charge and spin): 1.6741 eV
- SMILES: O.O.O.O.O.O.S

---

This record from the OMol25 dataset describes 2 unconnected molecules or ions with the total composition C9H14 at a distorted geometry. The level of theory is wB97M-V/def2-TZVPD.

Structure (XYZ):
```
23
Properties=species:S:1:pos:R:3:forces:R:3:lowdin_charge:R:1
C -3.56007 -0.33067 -0.97388 -0.351 -0.780 0.592 -0.061
C -2.16829 0.03788 -0.59528 -1.251 1.988 4.214 -0.291
C -2.03869 0.79491 0.64687 1.671 0.032 -2.245 -0.029
C -0.82590 1.43993 0.80158 0.506 0.643 0.390 -0.106
C 0.12473 1.57658 -0.23303 -0.422 -0.516 0.692 -0.110
C 0.02820 0.72822 -1.30409 0.093 0.025 0.238 -0.094
C -1.03705 -0.18001 -1.30797 -0.660 -0.470 -2.435 -0.074
H -4.23744 -0.39959 -0.11233 0.502 -0.328 0.205 0.076
H -3.52394 -1.31140 -1.44348 -0.596 0.157 -0.623 0.078
H -4.06894 0.47631 -1.51009 0.487 -0.336 -0.763 0.090
H -2.79505 1.02361 1.37700 -0.456 -0.561 -0.027 0.102
H -0.56710 1.90736 1.74241 -0.335 0.360 0.081 0.095
H 0.93232 2.29052 -0.14682 0.018 -0.035 0.058 0.100
H 0.72150 0.87060 -2.12368 0.061 -0.666 -0.013 0.108
H -1.22181 -0.95404 -2.06192 0.747 0.496 -0.362 0.116
C 2.76168 -1.39158 0.33047 -0.655 -1.154 1.214 -0.169
C 3.39302 -0.53951 1.45763 -1.108 -0.719 -0.600 -0.153
H 1.71528 -1.09902 0.24094 0.194 0.594 -0.940 0.040
H 3.36073 -1.47676 -0.57248 -0.359 0.563 -0.241 0.060
H 2.55495 -2.43417 0.61898 0.761 -0.006 0.286 0.058
H 4.47207 -0.55669 1.37963 0.143 0.404 0.220 0.056
H 3.06236 -0.90775 2.43131 0.273 -0.088 -0.012 0.061
H 2.91742 0.43527 1.35823 0.738 0.397 0.070 0.048
```
Positions in Å, forces in eV/Å.

- DFT total energy: -9558.766 eV
- Charge: 0
- Frontier orbital gap: 9.9 eV
- Relative energy (zero: lowest compared OMol25 entry of this formula, charge and spin): 1.4154 eV
- SMILES: Cc1ccccc1.CC

---

charge of number 1 (C5H14N2O)?
+1

---

Which of these has the lowest relative energy (zero: lowest compared OMol25 entry of this formula, charge and spin)?
C9H14